{"formula": "C27H43N8O6SSbSi3Zr", "method": "ωB97M-V/def2-TZVPD", "total_charge": 2, "lumo_energy_ha": -0.253, "homo_energy_ev": -12.3, "e_tot_ha": -3497.76578, "largest_force_ev_per_a": 3.89, "de_lowest_ev": 0.000, "elements": ["Zr", "O", "C", "N", "C", "O", "C", "C", "C", "C", "C", "N", "C", "C", "C", "C", "C", "N", "H", "H", "H", "H", "H", "H", "H", "H", "O", "C", "O", "C", "C", "N", "N", "C", "C", "O", "O", "H", "H", "H", "N", "N", "C", "N", "S", "H", "H", "H", "H", "H", "C", "Si", "C", "C", "Sb", "Si", "C", "C", "C", "Si", "C", "C", "C", "H", "H", "H", "H", "H", "H", "H", "H", "H", "H", "H", "H", "H", "H", "H", "H", "H", "H", "H", "H", "H", "H", "H", "H", "H", "H", "H"], "coordinates": [[-13.2829, -12.4899, -8.7420], [-14.7587, -13.6895, -4.9003], [-14.0217, -13.6049, -5.8739], [-13.8854, -12.4175, -6.5974], [-14.8583, -11.4109, -6.3014], [-14.9416, -10.9078, -5.2068], [-15.6055, -11.0133, -7.4960], [-16.6641, -10.0815, -7.3705], [-17.3007, -9.6078, -8.5290], [-16.8910, -10.1657, -9.7876], [-15.8469, -11.0331, -9.8741], [-15.1844, -11.4345, -8.7478], [-13.2834, -14.7136, -6.4655], [-13.1989, -15.9125, -5.7270], [-12.7803, -17.0840, -6.3464], [-12.3238, -17.0013, -7.6554], [-12.3373, -15.7769, -8.3007], [-12.7829, -14.6229, -7.7241], [-16.9033, -9.7797, -6.3378], [-18.0352, -8.8369, -8.4566], [-17.3678, -9.8259, -10.7163], [-15.4938, -11.4755, -10.8117], [-13.5163, -15.9021, -4.6645], [-12.9083, -18.0718, -5.8659], [-11.8569, -17.8418, -8.1286], [-12.0247, -15.6513, -9.3338], [-15.0088, -17.0145, -13.5012], [-14.0818, -16.1832, -13.0163], [-12.9843, -16.0377, -13.5454], [-14.4843, -15.5289, -11.8075], [-15.5676, -15.8103, -10.9340], [-15.4769, -14.9453, -9.8559], [-14.4422, -14.1128, -10.0275], [-13.8431, -14.3887, -11.2183], [-12.7475, -13.5136, -11.6287], [-12.1801, -13.4552, -12.6969], [-12.4066, -12.7386, -10.5605], [-15.8676, -16.8786, -13.0704], [-16.3605, -16.5322, -11.0205], [-16.1766, -14.8452, -9.0827], [-12.8159, -10.2620, -9.5332], [-11.5862, -9.6711, -9.9461], [-11.4966, -8.6741, -10.8606], [-10.2708, -8.3417, -11.3122], [-10.6693, -12.2452, -7.8967], [-13.4359, -10.3564, -10.4271], [-13.3202, -9.6147, -8.8768], [-10.8269, -10.3182, -9.7534], [-9.3768, -8.4297, -10.8516], [-10.2015, -8.0570, -12.3001], [-7.2065, -17.0836, -7.6851], [-7.2363, -15.1842, -7.2173], [-7.8884, -15.1317, -5.4532], [-5.5718, -14.3211, -7.6426], [-9.1345, -14.2938, -8.8707], [-8.1832, -14.2115, -11.3755], [-6.2419, -14.0534, -11.2008], [-8.9069, -12.7190, -12.3220], [-8.6711, -15.9063, -12.1345], [-10.0988, -10.9466, -6.1601], [-10.8287, -11.6134, -4.5408], [-10.7302, -9.1914, -6.3508], [-8.2347, -11.0781, -6.0595], [-6.6751, -17.7081, -6.9026], [-6.6702, -17.2188, -8.6297], [-8.1981, -17.5529, -7.7807], [-7.4925, -16.0013, -4.8229], [-8.9961, -15.2067, -5.4445], [-7.5888, -14.2111, -4.9265], [-5.2731, -13.5487, -6.8579], [-5.6636, -13.8025, -8.6021], [-4.7949, -15.1043, -7.7043], [-5.8432, -13.1286, -10.7388], [-5.6294, -14.1937, -12.1698], [-5.9670, -14.9434, -10.6221], [-9.9365, -12.6053, -12.0463], [-8.8033, -12.9835, -13.3885], [-8.3736, -11.7992, -12.0902], [-8.4081, -16.7224, -11.4234], [-8.0269, -15.9324, -13.0475], [-9.7715, -15.9865, -12.3065], [-11.7817, -11.0981, -4.3879], [-10.1616, -11.4108, -3.6578], [-11.0044, -12.6840, -4.5793], [-11.7497, -9.2782, -6.7866], [-10.0853, -8.6099, -6.9997], [-10.8051, -8.6866, -5.3670], [-7.8651, -12.0006, -6.5055], [-7.8807, -11.0341, -4.9990], [-7.7838, -10.2417, -6.5960]], "forces_ev_per_angstrom": [[3.1, -1.2, 0.6], [1.1, -0.7, -1.1], [-1.1, 2.3, 1.5], [-1.0, -0.1, -1.6], [2.5, -1.1, 2.0], [-0.8, 0.0, -1.3], [-1.7, 1.8, -2.4], [0.5, -0.5, -0.2], [1.6, -1.6, -0.3], [-1.2, 1.6, 0.3], [0.6, -0.7, 1.1], [-1.4, 0.6, 1.4], [1.3, -2.5, 0.1], [-0.5, 0.4, 0.5], [-0.3, -0.2, 0.1], [0.2, 0.5, 0.3], [-0.1, 1.2, 0.0], [-1.3, -0.6, 0.2], [0.0, 0.0, -0.7], [-0.5, 0.2, -0.1], [0.1, -0.2, 0.5], [-0.2, 0.3, 0.2], [0.0, 0.0, -1.0], [0.5, 0.8, -0.1], [-0.2, -0.4, -0.4], [0.1, -0.2, 0.2], [-0.3, -0.2, -0.4], [2.4, -0.6, -2.4], [-2.5, -0.5, 1.3], [-1.0, 2.2, 3.0], [1.5, 1.2, 0.4], [-0.6, -1.1, -1.4], [0.3, 0.7, -0.7], [-2.4, -2.1, 1.0], [2.5, 1.3, -0.6], [-1.3, -0.2, 1.6], [-0.4, -0.5, -0.7], [0.3, -0.2, -0.3], [-0.1, -0.1, 0.3], [1.2, -0.1, -1.0], [-1.9, 1.0, -1.2], [1.4, 0.2, 0.3], [-1.0, -1.1, -0.8], [-0.6, -0.2, -0.4], [0.2, 0.1, -0.3], [1.3, 0.7, 1.8], [0.6, -0.3, -1.0], [0.1, 0.0, 0.2], [0.1, -0.6, 0.2], [-0.3, 0.4, 1.2], [0.2, 0.2, 0.4], [0.5, -0.8, -0.1], [0.2, -0.4, 0.9], [-0.3, 0.3, 1.2], [-0.7, -0.6, 0.2], [1.2, 1.2, -0.3], [0.1, -0.7, -1.4], [0.7, -1.1, 0.3], [0.0, 0.5, 1.0], [0.4, -0.4, 1.3], [0.3, 0.3, -0.1], [-0.5, -0.5, -0.1], [0.2, 0.3, 0.4], [-0.4, 1.0, -0.7], [-0.1, -0.1, 0.1], [0.2, 0.4, 0.0], [-0.4, 1.1, -1.0], [0.6, 0.1, 0.0], [-0.2, -0.2, -0.2], [-0.4, -1.1, -0.9], [0.1, -0.2, 0.2], [-0.2, 0.5, 0.0], [-0.5, -0.5, -0.1], [-1.3, 0.3, 1.1], [0.2, 0.3, 0.3], [-0.7, 0.1, -0.2], [-0.2, 0.4, 0.3], [0.1, 0.0, -0.1], [0.1, 0.4, -0.7], [-0.8, -0.4, 0.5], [0.9, 0.2, -0.3], [0.0, -0.2, 0.2], [-0.6, 0.0, -0.9], [-0.1, -0.2, 0.1], [0.5, 0.4, 0.2], [-0.1, 0.2, -0.2], [0.0, -0.4, -0.5], [0.1, -0.1, 0.0], [-0.4, 0.0, -0.8], [0.1, 0.0, 0.0]], "mulliken_charge": [-0.4706, -0.6081, 0.1135, 0.1710, 0.3114, -0.5391, 0.3450, -0.7374, -0.4958, -0.8654, -0.2088, 0.6043, 0.5874, -0.7024, -0.5885, -1.1289, -0.6954, 1.2581, 0.5408, 0.5139, 0.4214, 0.4752, 0.5349, 0.4575, 0.5668, 0.7754, -0.4606, 0.6868, -0.4521, 0.6197, -0.6442, -0.5785, 0.9961, -0.4083, 0.2893, -0.5475, 0.0446, 0.3064, 0.3840, 0.2070, 0.0496, -0.1682, -0.4852, -0.1906, -0.2397, 0.3729, 0.3458, -0.0677, 0.1771, 0.2714, -1.1232, 0.4888, -0.8799, -0.9123, 0.0638, 0.5200, -1.0611, -0.7523, -0.8830, 0.3697, -0.9780, -0.8277, -0.6664, 0.3662, 0.3317, 0.3274, 0.3831, 0.1651, 0.3104, 0.3502, 0.1290, 0.3690, 0.3224, 0.3770, 0.2625, 0.0283, 0.3191, 0.3362, 0.3274, 0.3721, 0.2052, 0.2838, 0.4401, 0.2054, 0.0618, 0.3410, 0.3828, -0.1495, 0.3145, 0.3354]}


{"formula": "C3H12NOSi", "method": "ωB97M-V/def2-TZVPD", "total_charge": 1, "lumo_energy_ha": -0.131, "homo_energy_ev": -13.7, "e_tot_ha": -540.70373, "largest_force_ev_per_a": 4.48, "de_lowest_ev": 1.466, "elements": ["C", "C", "C", "N", "O", "Si", "H", "H", "H", "H", "H", "H", "H", "H", "H", "H", "H", "H"], "coordinates": [[2.9198, -0.4378, -0.3415], [2.0027, -1.3429, -0.0480], [-1.2052, 0.9091, -0.7598], [-0.2998, 1.4435, 0.4622], [-1.7817, -0.7042, 1.2059], [-2.3428, -0.5362, -0.3118], [-1.7968, 1.6638, -1.1648], [3.5210, -0.0099, 0.5204], [3.3572, -0.1135, -1.2656], [1.2954, -1.7248, -0.7896], [1.8653, -1.8157, 0.9545], [-0.6996, 0.6771, -1.6473], [0.5147, 0.8603, 0.6264], [-0.0751, 2.3516, 0.2462], [-0.8778, 1.3729, 1.2952], [-2.1766, -1.4759, 1.7483], [-3.7187, -0.1589, -0.7178], [-1.7757, -1.8485, -0.9555]], "forces_ev_per_angstrom": [[1.7, 0.7, 2.5], [-1.2, -0.7, 0.1], [0.2, -0.6, 1.8], [-2.5, -3.3, -1.7], [-1.6, -1.8, 2.8], [1.4, -1.6, -1.5], [-1.1, 2.1, 0.3], [-0.6, -0.8, -1.0], [-0.8, 0.1, -0.8], [0.5, -0.2, -0.1], [0.2, 1.0, -0.7], [2.0, -0.6, -0.7], [0.5, -0.3, -0.3], [1.0, 2.8, -0.3], [-0.1, 0.1, 0.2], [1.1, 1.9, -1.1], [0.1, -0.2, 0.4], [-0.9, 1.2, 0.1]], "nbo_charge": [-0.3991, -0.4217, -0.6753, -0.6631, -1.1233, 1.4018, 0.2445, 0.1982, 0.2220, 0.1955, 0.2167, 0.2588, 0.4602, 0.4283, 0.4521, 0.5356, -0.1555, -0.1757]}


{"formula": "C19H27I2N5O4Ti", "method": "ωB97M-V/def2-TZVPD", "total_charge": 3, "multiplicity": 2, "lumo_energy_ha": [-0.463, -0.464], "homo_energy_ev": [-15.0, -15.0], "e_tot_ha": -2758.72982, "largest_force_ev_per_a": 4.06, "de_lowest_ev": 0.000, "elements": ["Ti", "C", "C", "O", "C", "C", "O", "C", "C", "O", "C", "C", "O", "H", "H", "H", "H", "H", "H", "H", "H", "H", "H", "H", "H", "H", "H", "H", "H", "I", "I", "C", "C", "N", "C", "C", "N", "C", "N", "N", "N", "C", "C", "C", "C", "C", "C", "H", "H", "H", "H", "H", "H", "H", "H", "H", "H", "H"], "coordinates": [[-1.1942, -0.4448, 1.7685], [-2.7750, -0.9561, -0.9012], [-3.4053, 0.3678, -0.5961], [-2.4424, 1.1346, 0.1539], [-3.0205, 2.2304, 0.9137], [-1.9634, 2.5284, 1.9137], [-1.5829, 1.2919, 2.6821], [-2.3232, 1.2130, 3.9977], [-3.1044, -0.0900, 4.0721], [-3.2666, -0.6250, 2.6879], [-3.8949, -1.9000, 2.4125], [-3.4752, -2.4149, 1.0432], [-2.4144, -1.5720, 0.5020], [-3.4122, -1.6612, -1.4421], [-1.7588, -0.8901, -1.3138], [-3.7128, 0.8675, -1.5273], [-4.3066, 0.2546, 0.0269], [-3.1936, 3.0792, 0.2332], [-3.9609, 1.9236, 1.3708], [-1.0618, 2.7723, 1.3558], [-2.1945, 3.2964, 2.6292], [-1.5301, 1.3311, 4.7582], [-2.9847, 2.1029, 4.0352], [-2.5616, -0.8685, 4.6399], [-4.1160, 0.0865, 4.4785], [-3.5387, -2.6075, 3.1882], [-4.9908, -1.7979, 2.5021], [-3.1111, -3.4326, 1.0888], [-4.3479, -2.4182, 0.3587], [-0.0388, -2.5000, 3.1040], [1.2270, 0.2476, 4.5631], [0.7752, -2.2624, -0.6824], [1.2751, -0.9773, -0.1102], [0.6023, -0.0732, 0.6520], [1.5219, 0.8940, 1.0619], [2.7517, 0.6354, 0.5183], [2.5814, -0.5952, -0.2040], [3.6480, -1.2680, -1.0429], [4.3807, -0.3405, -1.9142], [5.6835, -0.0888, -1.5807], [6.2200, 0.7457, -2.4856], [5.2623, 1.0022, -3.4133], [5.3785, 1.8561, -4.5094], [4.3321, 1.8529, -5.4020], [3.2221, 0.9573, -5.2332], [3.0433, 0.1964, -4.0779], [4.1210, 0.2130, -3.1730], [-0.3013, -2.3037, -0.5734], [1.2401, -3.1088, -0.1630], [1.0298, -2.3939, -1.7346], [1.2249, 1.7483, 1.7012], [3.7143, 1.1008, 0.5491], [3.1135, -2.0276, -1.6303], [4.4080, -1.7738, -0.4291], [6.2223, 2.5247, -4.6386], [4.2692, 2.4593, -6.2935], [2.5502, 0.8661, -6.0595], [2.1862, -0.3880, -3.8309]], "forces_ev_per_angstrom": [[0.3, -0.4, -0.8], [1.1, -0.2, 1.4], [-0.3, 0.2, 0.1], [-0.2, -0.7, 0.4], [-0.1, -0.5, -0.5], [1.1, -0.2, -0.5], [-0.9, 0.1, 0.3], [0.3, 1.0, -0.4], [-0.6, -1.5, -0.2], [1.8, 1.0, -0.6], [-0.2, -0.6, 2.0], [-0.7, 0.3, -0.5], [0.0, 0.6, -0.9], [0.2, 0.1, 0.2], [-0.6, 0.2, -0.3], [0.3, 0.0, 0.2], [0.1, -0.2, -0.2], [0.1, -0.1, 0.4], [-0.1, -0.1, 0.0], [0.2, 0.2, 0.2], [-0.1, 0.3, 0.2], [-0.6, -0.4, -0.2], [0.4, -0.7, -0.1], [-0.4, 0.4, -0.1], [0.5, -0.2, 0.0], [-0.3, 0.3, -0.3], [0.5, 0.0, -0.1], [0.2, -0.2, 0.1], [0.7, 0.2, 0.2], [-1.1, 1.2, -0.8], [-0.1, -0.1, 0.0], [0.1, 0.2, 0.2], [2.1, 0.3, -0.2], [-1.2, -0.9, 0.7], [0.8, 1.1, -0.1], [-1.7, -1.9, -0.4], [-0.8, 1.1, 0.4], [0.4, 0.4, -1.2], [-0.4, -0.7, -0.2], [1.3, 2.2, -1.4], [-1.5, -2.2, 3.1], [-0.2, -0.7, -0.3], [-0.5, 0.5, -0.6], [-0.9, -1.1, 0.1], [0.7, 0.1, 0.9], [1.2, 0.5, 0.1], [-0.3, 0.9, 0.4], [-0.1, -0.3, 0.0], [-0.2, 0.1, 0.1], [-0.1, 0.3, 0.0], [0.3, -0.8, -0.6], [0.2, 0.3, 0.1], [0.3, 0.3, 0.1], [-0.4, 0.4, 0.1], [0.0, -0.2, 0.1], [0.5, 0.2, 0.0], [-0.6, 0.1, -0.1], [-0.6, -0.4, -0.4]], "nbo_charge": [1.6116, -0.0452, -0.1167, -0.5629, -0.1060, -0.0670, -0.6403, -0.0946, -0.0994, -0.6150, -0.0945, -0.0905, -0.6524, 0.2673, 0.2352, 0.2655, 0.2120, 0.2659, 0.2127, 0.2384, 0.2579, 0.2782, 0.2435, 0.2369, 0.2645, 0.2275, 0.2507, 0.2515, 0.2387, 0.1161, 0.1362, -0.6741, 0.4607, -0.6975, -0.0842, 0.0017, -0.2970, -0.0401, -0.2368, -0.0450, -0.1659, 0.1102, -0.1788, -0.1994, -0.1586, -0.2558, 0.0757, 0.2277, 0.2781, 0.2798, 0.2558, 0.2886, 0.2215, 0.2781, 0.2577, 0.2432, 0.2317, 0.1968]}